w:
Molecular formula: C4H16N2O2
Method: DFT, the ωB97M-V functional and the def2-TZVPD basis

Calculated values
LUMO: 0.75 eV
2S+1: 1
gap between HOMO and LUMO: 9.30 eV
SMILES string: CCNCCN.O.O
total charge: 0

```
24
C4H16N2O2 | the OMol25 dataset | the ωB97M-V functional and the def2-TZVPD basis
N 1.08 -0.27 2.51
C 0.49 -1.35 1.71
C 0.89 -1.30 0.13
N 0.18 -0.25 -0.60
C 0.79 0.31 -1.84
C -0.30 1.28 -2.29
H 0.81 -0.34 3.52
H 2.06 -0.49 2.50
H 1.00 -2.28 2.12
H -0.60 -1.23 1.62
H 0.51 -2.14 -0.44
H 2.01 -1.12 0.17
H -0.16 0.55 -0.09
H 0.92 -0.40 -2.63
H 1.67 0.87 -1.62
H -1.27 1.19 -1.89
H 0.02 2.23 -1.90
H -0.38 1.30 -3.45
H -2.75 -1.95 -1.04
H -2.05 -0.67 -0.72
O -2.92 -1.09 -0.71
H -0.28 3.13 1.20
H 0.58 1.94 1.68
O 0.17 2.28 0.89
```

Mulliken atomic charge list, values in e, 8 entries:
1. N -0.534
2. C -0.689
3. C -0.604
4. N -0.151
5. C -0.497
6. C -1.110
7. H 0.236
8. H 0.226

x:
Molecular formula: C4H16N2O2
Method: DFT, the ωB97M-V functional and the def2-TZVPD basis

Calculated values
LUMO: 0.68 eV
2S+1: 1
gap between HOMO and LUMO: 9.94 eV
SMILES string: CCCNCN.O.O
total charge: 0

```
24
C4H16N2O2 | the OMol25 dataset | the ωB97M-V functional and the def2-TZVPD basis
C -1.87 0.43 1.84
C -0.33 0.63 1.88
C 0.19 1.68 0.84
N 0.53 1.22 -0.49
C 1.65 0.32 -0.62
N 1.53 -1.06 -0.14
H -2.34 0.88 2.71
H -2.09 -0.64 1.91
H -2.25 0.87 0.92
H 0.10 0.84 2.86
H 0.08 -0.37 1.71
H 1.10 2.09 1.26
H -0.63 2.40 0.91
H -0.29 0.77 -0.90
H 1.90 0.27 -1.66
H 2.51 0.84 -0.18
H 2.20 -1.61 -0.66
H 1.68 -1.18 0.85
H -1.60 -2.71 -1.18
H -0.33 -2.18 -0.68
O -0.76 -2.40 -1.53
H -0.30 0.42 -3.15
H -0.34 -1.07 -2.87
O -0.33 -0.43 -3.61
```

Mulliken atomic charge list, values in e, 8 entries:
1. C -1.276
2. C 0.019
3. C -0.986
4. N -0.195
5. C -0.904
6. N -0.451
7. H 0.309
8. H 0.343

Short version: x is the most stable of them.